No. 1
2 unconnected molecules or ions with the total composition C18H39BrN4O6P, computed with wB97M-V/def2-TZVPD.

Geometry (Å):
C  -1.167  -5.224  -1.007
C  -0.966  -3.995  -0.100
C  -1.806  -2.755  -0.483
O  -1.143  -1.815  -1.355
C  -0.271  -0.992  -0.653
N  0.772  -0.409  -1.521
C  1.697  -1.125  -2.030
N  2.663  -0.576  -2.884
C  2.881  -1.470  -4.065
C  1.708  -2.431  -4.315
C  0.435  -1.785  -4.955
C  0.369  -0.249  -4.891
O  -0.367  0.258  -4.163
Br  1.441  0.919  -6.019
C  1.395  -3.239  -3.017
N  1.726  -2.505  -1.776
C  2.990  -2.950  -1.140
C  3.489  -1.996  -0.014
N  4.305  -2.818  0.909
H  -0.645  -6.067  -0.530
H  -0.723  -5.130  -2.007
H  -2.219  -5.501  -1.149
H  -1.304  -4.294  0.905
H  0.104  -3.769  0.002
H  -2.715  -3.074  -0.999
H  -2.025  -2.216  0.455
H  -0.824  -0.185  -0.144
H  0.236  -1.576  0.130
H  0.768  0.582  -1.761
H  3.518  -0.509  -2.335
H  3.753  -2.098  -3.806
H  3.195  -0.910  -4.950
H  2.078  -3.171  -5.038
H  0.287  -2.089  -6.001
H  -0.464  -2.137  -4.432
H  0.310  -3.409  -3.012
H  1.887  -4.218  -3.010
H  3.789  -3.205  -1.858
H  2.754  -3.889  -0.618
H  2.637  -1.530  0.498
H  4.136  -1.221  -0.456
H  4.058  -2.613  1.869
H  5.271  -2.568  0.732
O  -1.551  1.798  2.225
P  -1.152  3.172  2.734
O  -2.020  3.180  4.134
C  -1.595  2.355  5.219
C  -0.338  2.894  5.874
O  -2.209  3.983  1.750
C  -2.474  3.530  0.423
C  -3.837  2.870  0.358
O  -0.413  4.611  3.084
C  -1.035  5.904  3.022
C  -2.080  6.146  4.087
H  -1.447  1.329  4.871
H  -2.413  2.342  5.940
H  0.511  2.856  5.184
H  -0.085  2.308  6.759
H  -0.467  3.936  6.167
H  -1.692  2.852  0.076
H  -2.456  4.404  -0.231
H  -3.941  2.097  1.120
H  -4.008  2.421  -0.623
H  -4.621  3.605  0.546
H  -1.426  6.106  2.027
H  -0.220  6.616  3.171
H  -2.987  5.573  3.896
H  -2.352  7.202  4.104
H  -1.709  5.865  5.073

The HOMO-LUMO gap comes out at 8.318 eV. The total charge is +1. As for the LUMO energy: -3.634 eV.

No. 2
A molecular structure, C18H39CaGeNSbSe4Si3, computed with wB97M-V/def2-TZVPD.

Geometry (Å):
Ca  -0.194  -0.192  0.507
Se  -0.455  -4.296  3.682
Sb  -1.862  -2.507  2.594
Se  -0.898  -0.354  3.275
Se  -1.511  -2.701  0.160
Se  -4.108  -2.935  3.339
C  0.037  0.638  -3.608
N  -0.832  -0.030  -2.661
C  -1.227  -1.332  -3.159
C  -1.992  0.803  -2.354
C  -1.609  2.076  -1.626
C  -1.855  3.302  -2.236
C  -1.554  4.489  -1.576
C  -1.014  4.420  -0.299
C  -0.763  3.175  0.278
C  -1.019  1.940  -0.349
H  -0.475  0.790  -4.579
H  0.936  0.051  -3.781
H  0.334  1.611  -3.223
H  -1.781  -1.261  -4.114
H  -1.861  -1.838  -2.430
H  -0.340  -1.947  -3.327
H  -2.650  0.202  -1.720
H  -2.560  1.040  -3.276
H  -2.293  3.336  -3.231
H  -1.742  5.447  -2.049
H  -0.782  5.334  0.240
H  -0.327  3.181  1.278
C  5.745  -1.840  -1.057
Si  3.912  -1.522  -1.381
C  3.855  -0.986  -3.187
C  3.108  -3.228  -1.323
Ge  2.734  -0.047  0.048
Si  3.671  2.071  -0.439
C  5.532  2.119  -0.763
C  2.855  2.800  -1.968
C  3.350  3.307  0.943
Si  3.742  -0.563  2.148
C  3.350  -2.355  2.575
C  3.018  0.490  3.528
C  5.609  -0.365  2.381
H  6.142  -2.503  -1.836
H  5.894  -2.329  -0.092
H  6.331  -0.917  -1.057
H  4.438  -1.688  -3.795
H  4.267  0.017  -3.328
H  2.830  -0.982  -3.560
H  3.429  -3.849  -2.168
H  2.017  -3.158  -1.337
H  3.382  -3.746  -0.399
H  5.794  1.506  -1.631
H  6.093  1.732  0.091
H  5.861  3.147  -0.961
H  2.930  2.128  -2.827
H  3.314  3.759  -2.233
H  1.791  2.967  -1.767
H  3.962  3.088  1.821
H  2.300  3.280  1.246
H  3.581  4.325  0.607
H  2.282  -2.554  2.449
H  3.616  -2.576  3.615
H  3.895  -3.047  1.926
H  1.926  0.457  3.526
H  3.332  1.533  3.436
H  3.361  0.114  4.499
H  6.193  -0.951  1.670
H  5.883  -0.680  3.396
H  5.900  0.683  2.266

The value obtained for the energy above the lowest of the compared OMol25 structures with the same formula, charge and spin is 13.3 kcal/mol. The HOMO-LUMO gap (spin up / spin down) comes out at 6.557 / 5.090 eV. The total charge is -2. As for the LUMO energy (spin up / spin down): 4.277 / 2.809 eV. Its spin multiplicity is 2.

no.,maximum force (eV/Å)
1,8.88
2,0.83